47
Properties=species:S:1:pos:R:3:forces:R:3:lowdin_charge:R:1 method="wB97M-V/def2-TZVPD" smiles="CCCCCOC(=O)Nc1nc(=O)n([C@@H]2O[C@H](C)[C@H]3OC(=O)O[C@H]32)cc1F" relative_energy_ev=0.0672 total_charge=0
O -0.163 0.610 -0.725 -1.191 0.677 -0.357 0.070
H 0.028 -2.547 0.410 0.523 -0.699 -0.059 0.094
H -0.556 -5.676 -1.473 0.055 0.458 -0.645 0.069
C 0.241 0.235 2.604 -1.236 0.811 -1.344 -0.148
O -0.113 4.835 -2.722 0.253 -1.690 2.502 0.119
O 2.928 -1.497 3.804 -1.692 -1.206 -0.586 0.085
C -1.499 3.050 0.082 2.571 -2.922 -2.465 -0.137
H -1.798 2.594 -4.229 0.106 -0.104 0.133 0.086
H 2.364 -4.415 0.245 0.700 -0.312 0.138 0.115
H 1.778 -4.628 2.506 -0.835 1.014 0.126 0.133
O 1.094 6.506 -1.805 -1.325 -3.289 1.151 0.134
C -0.118 3.468 -0.695 -1.805 -0.619 -1.209 -0.129
H 0.205 -5.083 -3.072 -0.415 0.075 1.474 0.084
C -2.036 3.227 -2.162 0.486 0.536 -1.755 -0.294
H 1.102 -3.121 -1.806 0.243 0.355 -0.534 0.092
H -0.710 -3.184 -1.636 2.132 -1.046 0.456 0.144
C 0.524 -3.521 0.168 -1.581 1.245 0.060 -0.236
H -2.204 2.676 2.647 -0.028 0.609 0.113 0.138
O 0.273 4.782 -0.474 1.341 1.325 0.251 0.106
C 0.523 5.427 -1.657 0.436 3.958 -1.314 -0.468
O 1.145 -2.577 2.825 1.234 0.419 -0.145 0.042
O -2.408 2.618 -0.927 1.050 1.085 0.348 -0.018
H -0.005 -4.247 0.804 -0.118 -0.156 -0.502 0.118
C 2.044 -3.591 2.198 -0.311 -1.301 -1.140 -0.115
C -0.465 0.737 0.451 0.775 1.043 -1.166 -0.475
H -0.058 2.767 -2.703 1.182 -1.149 -1.216 0.132
C 0.277 -5.102 -1.933 0.432 -2.275 -1.011 -0.154
H 1.453 0.217 4.230 0.250 0.439 0.627 0.160
C 1.946 -3.502 0.651 -0.375 -0.733 1.111 -0.185
C 1.771 -1.511 3.355 4.709 -1.882 0.407 -0.518
N -1.196 1.874 0.929 -0.488 0.234 1.905 0.061
F -0.801 1.435 4.543 0.453 -0.337 -1.226 0.049
H -1.963 1.273 -3.010 0.154 -0.753 0.002 0.073
N 1.180 -0.312 3.438 -3.427 0.854 -0.976 0.182
H -3.438 2.305 -3.530 2.118 -0.729 0.275 0.120
H 2.548 -2.686 0.312 0.160 0.742 -0.447 0.111
H 1.123 -5.867 -1.802 -0.456 1.660 0.326 0.082
C -0.628 1.313 3.185 -0.566 0.082 -1.131 -0.135
H -1.848 3.836 0.679 -0.612 1.182 0.942 0.144
H 0.650 2.688 -0.627 0.059 0.629 0.841 0.157
C -0.502 3.541 -2.176 -2.381 0.014 1.003 -0.162
C -2.283 2.243 -3.317 -3.333 1.772 0.027 -0.020
C 0.319 -3.707 -1.358 -1.615 0.927 0.487 -0.272
C -1.389 2.063 2.325 1.704 -2.222 -0.638 0.068
N 0.152 -0.117 1.308 0.409 0.492 4.339 0.222
H 3.096 -3.611 2.454 0.079 1.247 0.675 0.113
H -2.584 4.182 -2.317 0.176 -0.461 0.148 0.164